# 1
This record from OMol25 describes C4H4N2O2 as an isolated structure. The level of theory is ωB97M-V/def2-TZVPD.

Calculated values
- Multiplicity: 1
- Electronic energy: -414.645927 hartree
- HOMO level: -9.77 eV
- Energy above the lowest of the compared OMol25 structures with the same formula, charge and spin: 125.7 kcal per mole
- HOMO-LUMO gap: 8.96 eV

```
12
C4H4N2O2, DFT ωB97M-V/def2-TZVPD
O -0.80 -1.31 -0.26
O 1.58 -1.59 0.06
N -2.28 0.41 0.06
N 2.10 0.64 -0.40
C -1.03 0.89 -0.14
C -0.21 -0.15 -0.20
C -2.07 -0.86 -0.15
C 1.26 -0.39 -0.07
H -2.79 -1.74 0.06
H 3.00 0.51 0.51
H 1.87 1.65 0.67
H -0.61 1.96 -0.14
```

=====

# 2
This record from OMol25 describes a single C4H6O2S molecule. The level of theory is ωB97M-V/def2-TZVPD.

Calculated values
- Multiplicity: 1
- Electronic energy: -704.640149 hartree
- HOMO level: -9.85 eV
- Energy above the lowest of the compared OMol25 structures with the same formula, charge and spin: 24.7 kcal per mole
- HOMO-LUMO gap: 10.04 eV

```
13
C4H6O2S, DFT ωB97M-V/def2-TZVPD
S 2.10 -0.13 0.12
O 0.87 -0.01 2.56
O -1.49 -1.30 0.89
C 0.78 -0.02 1.31
C 0.99 0.69 -1.16
C -0.37 -0.13 -1.00
C -0.58 -0.09 0.64
H -1.09 0.83 0.89
H 1.36 0.49 -2.14
H 0.66 1.74 -0.94
H -1.74 -1.16 1.79
H -0.26 -1.16 -1.31
H -1.25 0.25 -1.65
```

=====

# 3
This record from OMol25 describes a single C20H23N3O4S molecule. The level of theory is ωB97M-V/def2-TZVPD.

Calculated values
- Multiplicity: 1
- Electronic energy: -1639.389440 hartree
- HOMO level: -8.00 eV
- Energy above the lowest of the compared OMol25 structures with the same formula, charge and spin: 3.7 kcal per mole
- HOMO-LUMO gap: 8.60 eV

```
51
C20H23N3O4S, DFT ωB97M-V/def2-TZVPD
S -2.28 2.24 1.46
O 0.89 3.64 2.90
O 2.24 -0.27 1.15
O -1.68 -3.10 -1.52
O 0.92 -1.19 -4.92
N 0.70 0.39 -3.31
N 0.24 -1.85 -2.87
N 0.57 2.96 0.77
C -2.06 1.01 -0.97
C -0.04 0.91 -2.24
C 0.26 -1.79 -1.47
C 2.41 -0.27 2.56
C 0.24 -1.67 1.31
C -0.83 2.03 2.53
C 3.56 0.67 2.88
C 0.28 2.96 2.10
C 1.70 3.77 0.34
C -0.76 -2.44 -0.75
C -3.85 -2.51 -0.56
C 0.59 1.73 -1.31
C 1.27 -1.13 -0.79
C -2.86 -3.61 -0.93
C -1.42 1.78 -0.01
C -1.38 0.58 -2.09
C -0.08 2.16 -0.17
C 1.25 -1.03 0.61
C -0.75 -2.38 0.63
C 0.63 -0.91 -3.78
H -1.12 2.27 3.55
H -3.10 0.76 -0.82
H 1.46 4.25 -0.61
H 2.60 3.16 0.23
H 4.44 0.38 2.33
H 1.62 1.99 -1.46
H -3.29 -4.26 -1.69
H 1.21 1.02 -3.90
H 1.50 0.08 3.06
H -1.51 -2.87 1.21
H 3.29 1.69 2.62
H -0.09 -2.72 -3.26
H -0.52 0.99 2.46
H -4.75 -2.95 -0.14
H -1.87 -0.04 -2.82
H 0.20 -1.64 2.39
H 3.77 0.63 3.95
H 2.08 -0.67 -1.32
H -2.61 -4.22 -0.05
H -3.42 -1.83 0.17
H -4.12 -1.94 -1.45
H 2.63 -1.29 2.91
H 1.87 4.52 1.10
```

=====

# 4
This record from OMol25 describes C30H42BrClCrN2P2 as an isolated structure. The level of theory is ωB97M-V/def2-TZVPD.

Calculated values
- Multiplicity: 5
- Electronic energy: -6038.580433 hartree
- HOMO level (alpha / beta): -12.74 / -12.79 eV
- Energy above the lowest of the compared OMol25 structures with the same formula, charge and spin: 0.0 kcal per mole
- HOMO-LUMO gap (alpha / beta): 5.22 / 2.98 eV
- Charge: +2

```
79
C30H42BrClCrN2P2, DFT ωB97M-V/def2-TZVPD
Br 0.91 -1.46 4.78
Cr 0.30 -0.21 2.78
Cl -3.21 4.23 3.67
P -2.26 -3.72 -1.55
P 2.29 -1.21 1.71
N -0.66 7.68 -5.83
N -1.39 0.72 3.67
C -0.23 7.17 -3.53
C 1.05 3.07 0.07
C 3.71 -3.78 1.67
C -0.16 3.99 -1.86
C -0.41 5.80 -3.79
C 1.21 2.09 1.05
C -1.70 2.02 3.43
C -0.72 5.40 -5.11
C -2.67 -3.45 0.23
C -0.29 4.83 -2.73
C 2.16 -1.42 -0.10
C -0.37 8.08 -4.59
C -0.01 3.00 -0.84
C -0.76 0.93 0.21
C -0.93 1.93 -0.75
C -3.12 0.64 5.35
C 3.71 -0.11 2.06
C 2.73 -2.86 2.39
C -0.83 6.39 -6.09
C -2.77 2.64 4.10
C 0.10 -5.22 -1.61
C -0.42 -3.80 -1.44
C 5.10 -0.75 2.01
C -2.72 -2.03 -3.72
C 0.30 1.04 1.11
C -2.48 -2.01 -2.21
C -2.13 0.04 4.58
C -4.09 -3.96 0.51
C 3.23 -0.77 -0.98
C -3.47 1.96 5.09
H -0.43 -5.76 -2.41
H 4.23 -1.18 -0.81
H -1.78 -2.14 -4.28
H -1.88 -1.01 4.72
H 3.28 -4.20 0.76
H 3.27 0.32 -0.84
H 0.01 7.53 -2.54
H 1.18 -1.00 -0.37
H -3.18 -1.09 -4.04
H 5.31 -1.23 1.04
H -0.01 -5.80 -0.68
H -4.28 -4.90 -0.02
H -2.57 -2.38 0.45
H -0.86 4.36 -5.36
H 2.10 -2.50 -0.29
H 3.94 -4.63 2.33
H -1.57 -1.44 -1.95
H 3.53 0.29 3.07
H -1.46 0.09 0.26
H 2.99 -0.94 -2.04
H -4.85 -3.24 0.20
H -1.78 1.91 -1.43
H 5.24 -1.49 2.80
H 4.66 -3.29 1.43
H -4.22 -4.14 1.58
H 1.16 -5.21 -1.86
H -4.28 2.46 5.63
H 1.74 3.92 0.02
H -0.23 9.15 -4.42
H 5.87 0.02 2.14
H 2.04 2.16 1.76
H -3.39 -2.85 -4.01
H -0.03 -3.14 -2.24
H -0.14 -3.38 -0.46
H -1.13 2.56 2.69
H -3.34 -1.58 -1.68
H -1.07 6.11 -7.12
H 1.76 -3.37 2.50
H 3.65 0.74 1.37
H 3.07 -2.65 3.41
H -3.61 0.06 6.13
H -1.93 -4.01 0.81
```

=====

> energy above the lowest of the compared OMol25 structures with the same formula, charge and spin of number 2 (C4H6O2S)?

24.7 kcal per mole